Molecular formula: C28H75N5O8
Method: DFT, ωB97M-V with the def2-TZVPD basis set

```
116
Properties=species:S:1:pos:R:3:forces:R:3
C 7.7546 -6.2846 -5.2916 0.07 0.30 0.37
C 7.3432 -7.5247 -6.0928 0.06 1.44 -0.63
C 5.9129 -7.9577 -5.6941 0.72 -0.15 -0.44
C 7.2174 -7.0642 -7.5490 0.26 -1.87 -1.80
C 8.5277 -6.8323 -8.2984 1.04 1.00 0.93
C 9.3782 -8.0903 -8.2047 -0.10 -0.44 -0.03
C 9.5185 -8.7120 -6.7585 1.76 1.22 -1.88
C 9.9749 -10.1548 -7.0016 -0.96 -0.50 1.51
C 10.6558 -7.9278 -6.0644 -0.91 0.67 0.76
N 8.2592 -8.6655 -6.0662 -1.17 -0.71 0.24
O 8.3929 -9.0886 -4.7161 0.30 -0.06 -0.09
H 8.5682 -5.6968 -5.7220 0.17 -0.39 -0.15
H 6.9133 -5.5872 -5.3182 -0.12 -0.10 0.32
H 8.0275 -6.5143 -4.2611 -0.17 -0.04 0.02
H 5.7778 -8.1608 -4.6340 0.09 0.03 0.03
H 5.2470 -7.1591 -6.0217 -0.17 -0.01 0.24
H 5.6885 -8.8479 -6.2847 -0.20 -0.10 0.20
H 6.9007 -7.9806 -8.0763 -0.52 -0.01 0.10
H 6.4149 -6.3664 -7.7840 0.23 0.45 0.56
H 8.4069 -6.4930 -9.3288 -0.39 -0.40 -0.10
H 9.1381 -6.0181 -7.8843 -0.28 0.10 0.33
H 10.3999 -7.9241 -8.5546 0.01 0.25 0.10
H 9.0031 -8.8198 -8.9311 -0.33 -0.24 0.35
H 10.1004 -10.6358 -6.0244 -0.14 -0.04 0.01
H 10.9299 -10.3372 -7.4888 -0.13 0.57 -0.49
H 9.1240 -10.6392 -7.4848 0.34 -0.32 -0.26
H 11.6285 -8.0124 -6.5436 0.00 -0.40 0.05
H 10.6611 -8.1923 -5.0052 0.45 -0.30 -0.09
H 10.4181 -6.8592 -6.0418 -0.01 -0.02 -0.23
H 7.7423 -9.8123 -4.6375 -0.05 0.20 0.17
C 2.3832 -14.5795 -9.3521 1.02 -0.07 0.56
O 1.4146 -14.9217 -10.2766 -0.83 -0.78 -0.56
C 0.3117 -14.0533 -10.2777 0.10 1.54 0.27
C -0.6147 -14.2017 -11.4982 0.87 -0.06 0.89
C 0.1636 -13.9448 -12.7956 -0.81 -1.22 0.48
N -1.7668 -13.3109 -11.2775 -0.28 -0.34 -0.48
H 2.7803 -13.5783 -9.5778 -0.03 -0.05 0.30
H 3.2095 -15.2971 -9.3976 -0.10 0.07 -0.44
H 2.0759 -14.6621 -8.2971 -0.48 0.40 -0.18
H -0.2616 -14.0714 -9.3401 -0.14 -0.63 -0.03
H 0.6897 -13.0160 -10.2598 0.06 0.07 -0.32
H -0.9688 -15.2344 -11.4291 0.12 -0.13 -0.56
H 0.6257 -12.9624 -12.8462 -0.04 0.06 0.06
H -0.5220 -14.1262 -13.6255 0.12 0.32 -0.20
H 0.9040 -14.7441 -12.8382 0.32 0.31 -0.18
H -1.9883 -12.8290 -12.1441 0.21 0.20 0.07
H -2.5645 -13.9296 -11.1707 -0.15 0.26 0.32
C 6.2548 -14.7050 -8.9905 0.75 0.53 0.13
O 5.5973 -14.6349 -7.7342 0.91 -0.57 -0.31
C 5.4601 -15.9132 -7.1594 0.10 -0.40 1.32
C 5.0392 -15.7582 -5.6700 -0.82 -1.53 -1.53
C 4.7678 -17.1829 -5.1112 -0.25 1.54 0.55
N 3.7530 -15.0038 -5.6454 1.01 0.03 -0.30
H 5.5226 -14.7470 -9.7970 0.17 -0.05 -0.18
H 6.9998 -15.5037 -9.0631 -0.55 -0.56 0.13
H 6.9357 -13.8535 -9.0857 -0.64 0.48 -0.11
H 4.7364 -16.5189 -7.7279 -0.39 0.16 0.21
H 6.3515 -16.5572 -7.1701 0.46 0.60 -0.27
H 5.8449 -15.3265 -5.0781 -0.16 0.45 -0.11
H 4.5082 -16.9679 -4.0725 0.07 -0.53 0.13
H 5.6333 -17.8386 -5.1644 -0.06 -0.10 -0.08
H 3.8689 -17.6019 -5.5618 0.18 -0.19 -0.22
H 3.9806 -14.0473 -5.9165 0.00 0.13 0.38
H 3.3676 -15.3348 -6.5288 -0.76 -0.01 0.27
C -3.8968 -9.5864 -6.7174 1.17 1.03 -0.16
O -3.9125 -10.4137 -7.8480 -0.53 0.06 -0.85
C -2.7163 -11.1216 -8.0867 -0.12 -1.24 1.73
C -1.3838 -10.3916 -8.2299 -0.22 1.06 -0.96
C -0.9522 -10.1235 -9.6935 0.30 -0.16 -0.34
N -0.3778 -11.0687 -7.4192 0.81 -0.99 -0.49
H -4.8835 -9.2680 -6.3899 -0.25 -0.53 -0.25
H -3.3701 -8.6607 -6.9901 -0.03 0.08 0.24
H -3.3297 -10.0066 -5.8788 -0.20 -0.31 0.04
H -2.6240 -11.7783 -7.2043 0.34 0.13 0.24
H -2.8754 -11.8833 -8.8521 -0.14 0.64 -0.62
H -1.3895 -9.3809 -7.8052 -0.80 -0.09 0.11
H -0.2727 -9.2722 -9.6713 0.17 -0.14 -0.18
H -1.7242 -9.8860 -10.4294 -0.54 0.21 0.60
H -0.4634 -10.9641 -10.1938 0.21 -0.16 0.49
H -0.5788 -12.0626 -7.3349 -0.22 0.07 0.04
H 0.5077 -11.0661 -7.9276 0.02 0.31 0.12
C -1.9003 -10.9946 -2.1492 -0.78 0.27 0.52
O -0.6740 -11.2116 -2.7943 -0.33 -0.26 -0.38
C -0.4652 -10.3155 -3.8844 0.81 -0.16 1.01
C 1.0078 -10.3639 -4.2683 1.33 0.48 -0.10
C 1.9583 -9.8459 -3.1639 -0.49 -0.38 -0.16
N 1.2838 -9.4970 -5.4290 -0.81 0.10 0.19
H -1.8952 -10.1849 -1.4078 0.50 0.29 -0.19
H -2.2228 -11.8526 -1.5592 0.34 -0.37 -0.33
H -2.7157 -10.7438 -2.8344 0.07 -0.17 -0.26
H -1.0542 -10.5278 -4.7801 -0.34 -0.22 0.17
H -0.7055 -9.3216 -3.4875 0.04 0.31 -0.43
H 1.3286 -11.3461 -4.6304 -0.41 -0.32 0.58
H 2.9958 -9.8152 -3.4975 -0.04 -0.19 -0.19
H 1.9107 -10.4420 -2.2539 -0.13 0.12 0.04
H 1.6848 -8.8061 -2.9636 -0.07 -0.04 0.27
H 0.9915 -8.5746 -5.1036 0.29 0.19 -0.50
H 0.6122 -9.7827 -6.1497 0.25 0.21 -0.05
C 3.2402 -8.5081 -8.0924 -1.13 0.46 -0.01
O 2.0696 -9.0232 -8.7694 0.14 -0.17 0.36
H 4.1188 -8.9924 -8.5189 0.27 0.54 0.16
H 3.1204 -7.4240 -8.1919 1.08 0.03 -0.20
H 3.1713 -8.6620 -7.0174 -0.07 -0.56 -0.15
H 1.9815 -8.4385 -9.5253 -0.27 -0.25 -0.18
C 3.7794 -11.8480 -7.4346 -2.89 1.01 -1.30
O 3.8623 -11.0750 -6.2563 1.78 -0.81 0.71
H 3.0275 -12.6484 -7.4479 0.42 -0.49 0.99
H 3.2579 -11.2358 -8.1865 0.56 0.32 -0.34
H 4.6802 -12.2279 -7.9022 0.55 0.24 0.86
H 3.0559 -10.6595 -5.9217 -0.51 -0.03 -0.72
C 6.8702 -11.9342 -5.4876 0.89 0.60 1.47
O 6.4320 -11.0674 -4.4232 -0.68 0.20 -0.48
H 6.6791 -11.5365 -6.4844 -0.43 -0.22 0.05
H 7.9499 -11.8665 -5.3172 0.02 -0.68 -0.49
H 6.4936 -12.9283 -5.2459 0.07 -0.12 -0.74
H 5.4840 -10.9150 -4.5544 0.12 0.05 -0.06
```
Positions in Å, forces in eV/Å.

Properties
Multiplicity: 1
LUMO (eV): 0.490
HOMO energy (eV): -7.97
Energy (eV): -54076.864
Orbital gap (eV): 8.46
ΔE to the lowest compared entry with this formula, charge and spin (eV): 1.7563
Total charge: 0

Results of the Löwdin charge analysis, in e, for atoms 1 through 99: C -0.0285; C -0.5057; C -0.0260; C -0.1485; C -0.1879; C -0.1404; C -0.5091; C -0.0421; C -0.0280; N -0.0800; O -0.0212; H 0.0653; H 0.0841; H 0.0849; H 0.0873; H 0.0787; H 0.0704; H 0.1161; H 0.1201; H 0.1097; H 0.0989; H 0.1139; H 0.1105; H 0.0768; H 0.0845; H 0.0765; H 0.0818; H 0.0811; H 0.0652; H 0.0504; C -0.1299; O -0.1649; C -0.2294; C -0.4208; C -0.0483; N 0.0432; H 0.0941; H 0.0798; H 0.0854; H 0.1212; H 0.1076; H 0.1365; H 0.0826; H 0.0754; H 0.0774; H 0.0720; H 0.0748; C -0.0998; O -0.2077; C -0.2378; C -0.3988; C -0.0690; N 0.0602; H 0.0802; H 0.0869; H 0.0878; H 0.1244; H 0.1215; H 0.1283; H 0.0746; H 0.0731; H 0.0748; H 0.0393; H 0.0434; C -0.1149; O -0.1711; C -0.1973; C -0.3970; C -0.0488; N 0.0403; H 0.0879; H 0.0828; H 0.0773; H 0.1148; H 0.1200; H 0.1220; H 0.0500; H 0.0799; H 0.0504; H 0.0786; H 0.0667; C -0.1300; O -0.1712; C -0.1982; C -0.4206; C -0.0417; N 0.0296; H 0.0861; H 0.0850; H 0.0805; H 0.1040; H 0.1280; H 0.1376; H 0.0637; H 0.0787; H 0.0794; H 0.0857; H 0.0345; C -0.1439